No. 1
{"formula": "C6H9N", "method": "ωB97M-V/def2-TZVPD", "symbols": ["N", "C", "C", "C", "C", "C", "C", "H", "H", "H", "H", "H", "H", "H", "H", "H"], "positions_angstrom": [[1.051016, -0.677798, 0.882854], [-0.101096, -0.438266, 0.678330], [2.164629, -0.788342, 1.855595], [-1.063256, -0.030603, -0.334604], [0.334776, 1.368750, -1.868091], [-0.852201, 0.750371, -1.444432], [-2.480800, -0.609520, -0.128107], [1.857942, -0.834716, 2.864076], [-2.921994, -0.620469, -1.087345], [0.845029, 0.647769, -2.471345], [2.619986, 0.171143, 1.916220], [1.078757, 1.576645, -1.082058], [2.809513, -1.538257, 1.595737], [0.118337, 2.433254, -2.317146], [-2.943819, 0.177549, 0.510437], [-2.516820, -1.587510, 0.429878]], "atomic_forces_ev_per_a": [[-0.161, -0.316, 1.612], [1.904, 0.793, -2.370], [-2.448, 2.345, -0.710], [-1.743, -0.666, -0.011], [1.517, 3.473, 0.468], [-1.481, -2.111, 1.800], [1.185, 0.897, 2.312], [-1.078, -0.933, 1.076], [-0.729, -0.269, -0.829], [0.222, -0.038, -1.301], [0.915, 0.772, -0.755], [0.147, 0.061, 0.423], [1.534, -1.767, -0.724], [0.595, -2.265, 0.092], [-0.448, -0.818, -0.383], [0.071, 0.839, -0.701]], "lowdin_charge": [0.110, 0.041, -0.028, -0.377, -0.195, -0.086, -0.105, 0.074, 0.041, 0.073, 0.079, 0.053, 0.053, 0.113, 0.074, 0.080], "homo_lumo_gap_ev": [6.590, 6.604], "homo_ev": [-6.8, -6.8]}

---

No. 2
{"formula": "C16H48F2InNO12S2", "method": "ωB97M-V/def2-TZVPD", "symbols": ["In", "S", "S", "F", "F", "O", "O", "O", "O", "O", "O", "O", "O", "O", "O", "O", "O", "N", "C", "C", "C", "C", "C", "C", "C", "C", "C", "C", "C", "C", "C", "C", "C", "C", "H", "H", "H", "H", "H", "H", "H", "H", "H", "H", "H", "H", "H", "H", "H", "H", "H", "H", "H", "H", "H", "H", "H", "H", "H", "H", "H", "H", "H", "H", "H", "H", "H", "H", "H", "H", "H", "H", "H", "H", "H", "H", "H", "H", "H", "H", "H", "H"], "positions_angstrom": [[14.076720, 7.378945, 12.432820], [12.117563, 3.658806, 11.897298], [12.599618, 4.169613, 14.142634], [11.616942, 4.724078, 10.778342], [13.212016, 5.329001, 15.045340], [14.662720, 0.487691, 15.042615], [10.795092, 2.986100, 12.128411], [13.054745, 2.934763, 11.048610], [13.416088, 3.024971, 14.556086], [8.899547, 5.297767, 14.942080], [12.526648, 8.091081, 9.683382], [11.201814, 4.206713, 14.588132], [11.004797, 7.578571, 13.355605], [11.455756, -0.519793, 9.083683], [9.551227, -0.829550, 14.359949], [15.143768, 5.152862, 10.153856], [13.564025, 8.774797, 15.198085], [12.849784, 4.910306, 12.853791], [7.914186, 4.336841, 15.156060], [13.094777, -0.218997, 10.758885], [16.022296, 5.032459, 9.136675], [16.213414, -0.311437, 16.805747], [11.643494, -0.099860, 10.391606], [12.098266, 7.238223, 7.568716], [11.196465, 0.392536, 15.389220], [15.649402, 0.864464, 15.998271], [9.329392, 8.333930, 11.787899], [13.554906, 7.978507, 17.373526], [15.447042, 4.097540, 8.055385], [11.491290, 7.502333, 8.850998], [10.175573, 7.170697, 12.275115], [10.139326, 0.431331, 14.390742], [7.509591, 3.655565, 13.866447], [12.676279, 8.283836, 16.127140], [12.410106, 8.124682, 7.016416], [10.453633, 7.563278, 14.141470], [14.270444, 7.164726, 17.255782], [12.584995, 8.925559, 9.212371], [16.190467, 6.072830, 8.858391], [14.160553, 1.286228, 14.864373], [11.405425, 6.645079, 6.971844], [16.123158, 3.684118, 7.307022], [11.016855, -0.711164, 11.041022], [13.432694, -1.255286, 10.756741], [11.745330, -0.545372, 15.473893], [11.368152, 0.954325, 10.422865], [9.797101, 9.129157, 11.207413], [10.548913, -0.449077, 8.776729], [9.656178, 6.265871, 12.590744], [10.721388, 8.266416, 8.958362], [7.079485, 4.436228, 13.239018], [10.870083, 6.797123, 11.522647], [12.064417, 1.049591, 15.334134], [7.073534, 4.868917, 15.601365], [12.835219, 7.700452, 18.143479], [9.078111, -0.917995, 15.190568], [16.394418, 1.531410, 15.564407], [8.996355, 8.946887, 12.625435], [14.604068, 4.646955, 7.636301], [14.755364, 4.290581, 10.318820], [16.827547, -0.946924, 16.167702], [13.894096, 9.532342, 15.686732], [10.797312, 0.528257, 16.394385], [8.480877, 7.911734, 11.249501], [15.531358, -1.013390, 17.285510], [13.828918, 0.454958, 10.317382], [9.691056, 4.760671, 14.860543], [15.016564, 3.211780, 8.522537], [12.066986, 7.439667, 15.804265], [6.627914, 3.038953, 14.041172], [16.944076, 4.610863, 9.537528], [11.982410, 9.075074, 16.411015], [14.046462, 8.904083, 17.673166], [10.537905, 0.652510, 13.400633], [15.091720, 1.428964, 16.745549], [8.345351, 3.090259, 13.454101], [16.888721, 0.107637, 17.551682], [8.219343, 3.547916, 15.843510], [13.112991, -0.045494, 11.834827], [9.407030, 1.205277, 14.620646], [11.104374, 6.563854, 9.248065], [12.948712, 6.573454, 7.720127]], "atomic_forces_ev_per_a": [[-0.339, 0.254, -0.124], [-2.872, 0.133, -7.015], [-0.367, 0.417, 8.613], [0.258, -0.024, 0.861], [0.271, -0.136, 0.040], [0.814, -0.363, 0.514], [3.900, 1.578, 1.084], [-0.170, 0.428, 2.386], [-1.438, 1.190, -1.514], [-0.640, -0.356, 0.246], [0.008, -0.380, 0.626], [2.073, -1.112, -0.690], [0.527, -0.248, 0.176], [0.447, -0.239, -0.655], [-0.579, -0.060, -0.440], [-1.988, 0.275, 2.290], [0.367, 0.357, -1.937], [-1.138, -2.905, -3.850], [-0.854, 0.932, 0.966], [-0.097, -0.532, 1.616], [1.157, -0.333, -1.624], [0.847, 0.228, -1.068], [1.299, -0.282, -1.170], [0.039, -0.894, -2.155], [2.228, -0.384, 3.101], [-1.252, -1.806, 1.089], [-0.720, -0.073, 0.285], [-1.635, -0.322, 0.142], [-0.243, 0.321, 0.229], [-0.347, 0.612, 2.077], [1.298, 0.440, -0.414], [0.082, 0.189, -1.999], [-1.099, 0.045, -0.684], [0.030, -0.576, 2.244], [-0.017, -0.041, -0.025], [-0.031, 0.242, 0.306], [-0.048, 0.160, -0.299], [0.720, 0.476, 0.483], [0.459, -0.223, -0.710], [-0.266, 0.555, -0.533], [-0.071, 0.229, -0.420], [0.147, 0.632, -0.021], [-0.466, 0.145, 0.538], [0.065, -0.128, -0.747], [-0.508, -0.513, -0.544], [-0.578, 0.596, 0.533], [0.647, -0.659, -0.465], [-0.436, 0.007, 0.103], [-0.852, 0.063, 0.095], [-0.629, -0.386, -0.914], [0.643, 0.005, -0.531], [-0.084, 0.299, -0.226], [-0.420, 0.928, -0.587], [-0.172, -0.140, -0.154], [0.275, -0.030, 0.453], [-0.248, -0.485, 0.315], [0.240, 0.109, -0.163], [-0.523, -0.485, 0.350], [0.060, -0.171, -0.506], [-0.363, -0.336, 0.308], [0.201, -0.049, -0.155], [0.686, 0.441, -0.621], [-0.063, 0.162, 0.154], [-0.154, 0.396, -0.060], [-0.521, 0.543, -0.085], [-0.387, -0.108, -0.369], [1.250, 0.215, -0.314], [-0.022, -0.073, 0.340], [0.525, -0.089, -0.364], [0.280, -0.466, 0.351], [0.629, -0.080, -0.138], [-0.287, 0.075, 0.105], [0.127, -0.113, 0.125], [-0.198, -0.128, -0.116], [-0.090, 0.904, 0.255], [-0.164, 0.183, -0.270], [-0.061, -0.033, 0.081], [0.528, -0.126, 0.284], [0.139, 0.504, 0.227], [-0.273, 0.287, 0.116], [0.234, 0.158, 0.528], [0.206, 0.173, 0.041]], "lowdin_charge": [1.118, 0.650, 0.444, -0.206, -0.182, 0.039, -0.271, -0.271, -0.264, 0.046, -0.175, -0.286, -0.120, 0.073, 0.058, -0.095, -0.141, -0.316, -0.262, -0.053, -0.306, -0.047, -0.273, -0.083, -0.059, -0.231, -0.043, -0.047, -0.026, -0.321, -0.286, -0.303, -0.030, -0.331, 0.097, 0.085, 0.079, 0.084, 0.132, 0.026, 0.095, 0.091, 0.148, 0.099, 0.099, 0.123, 0.079, 0.125, 0.115, 0.120, 0.094, 0.067, 0.060, 0.135, 0.083, 0.119, 0.146, 0.083, 0.074, 0.058, 0.087, 0.101, 0.099, 0.088, 0.091, 0.085, 0.017, 0.072, 0.093, 0.097, 0.133, 0.125, 0.083, 0.105, 0.140, 0.067, 0.089, 0.136, 0.072, 0.125, 0.100, 0.076], "total_charge": 2, "homo_lumo_gap_ev": 1.807, "homo_ev": -14.8}

---

No. 3
{"formula": "C7H13N2S", "method": "ωB97M-V/def2-TZVPD", "symbols": ["S", "N", "N", "C", "C", "C", "C", "C", "C", "C", "H", "H", "H", "H", "H", "H", "H", "H", "H", "H", "H", "H", "H"], "positions_angstrom": [[2.415150, -0.408755, 1.169692], [-0.159150, -2.379358, 0.032702], [-1.720963, -0.930340, 0.832601], [-1.217433, 1.317692, -0.068142], [3.018337, -0.401680, -0.592948], [1.070706, 0.428722, 0.299149], [-2.077829, 0.461004, 0.883964], [1.786547, 0.246413, -1.055069], [0.170483, 1.566680, 0.518866], [-0.559922, -1.271786, 0.523851], [0.084806, 1.870733, 1.540881], [0.916849, -2.453788, -0.086401], [-1.607522, 2.352253, -0.169808], [3.128839, -1.369493, -1.120237], [-3.149438, 0.458673, 0.544972], [-1.194192, 0.840490, -1.106119], [-2.019211, 0.768030, 1.974305], [4.027699, 0.100115, -0.634248], [1.871326, 1.189429, -1.564234], [0.664225, 2.382196, -0.184861], [-0.596632, -3.253578, 0.197754], [1.202849, -0.578285, -1.469567], [-2.500701, -1.595012, 1.031234]], "atomic_forces_ev_per_a": [[-0.633, 0.637, -0.748], [4.046, -1.708, -0.285], [-3.360, -0.917, 1.217], [-0.432, 0.216, -0.326], [2.900, -0.985, 0.761], [0.655, -2.730, 0.177], [-1.369, 1.134, 0.603], [-2.442, -0.041, 0.980], [1.154, 1.060, -2.214], [3.592, 3.169, -1.718], [0.126, 0.395, 0.565], [-2.419, -0.011, 0.355], [-0.438, -0.852, 0.009], [0.244, 0.222, 0.897], [0.946, 0.483, 0.476], [0.068, 0.650, 1.380], [-0.182, 0.226, -1.335], [-1.359, -0.138, -0.144], [-0.212, 0.042, -0.794], [-0.907, -1.058, 1.870], [-0.618, -1.024, -0.042], [-0.173, 0.769, -1.261], [0.814, 0.463, -0.422]], "lowdin_charge": [0.972, 0.152, 0.023, -0.168, -0.405, -0.435, -0.164, -0.260, -0.202, -0.260, 0.118, 0.140, 0.130, 0.093, 0.144, 0.152, 0.148, 0.107, 0.127, 0.171, 0.114, 0.115, 0.189], "total_charge": 1, "homo_lumo_gap_ev": 8.693, "homo_ev": -12.4}

---

Computed relative energy (zero: lowest compared OMol25 entry of this formula, charge and spin) (kcal/mol) in order:
133.5; 81.7; 89.7